[1]
DFT (ωB97M-V with the def2-TZVPD basis set) results for a 2-piece molecular cluster, C3H10O overall in a non-equilibrium geometry.

Geometry as ORCA input:
```
! wB97M-V def2-TZVPD RIJCOSX def2/J DEFGRID3
* xyz 0 1
O -1.7036 1.7865 -1.4293
C 0.9012 -0.7407 1.5517
C -0.5458 1.2371 -2.0664
C 1.2608 -2.1649 1.9692
H 0.0300 -0.6278 0.8975
H 1.3832 -2.2008 3.0504
H -2.0173 1.1903 -0.7424
H 0.6500 -0.1173 2.4219
H -0.1416 2.0662 -2.6544
H -0.8677 0.4023 -2.6975
H 1.6790 -0.2086 1.0115
H 0.1899 0.8928 -1.3370
H 0.4373 -2.8375 1.7340
H 2.1573 -2.5090 1.4607
*
```

Structure (SMILES): CC.CO
Molecular weight, u: 62.11
Kohn-Sham gap, eV: 11.280
Maximum force, hartree/bohr: 0.0218
HOMO, Eh: -0.3820
Energy relative to the best compared isomer or geometry (same formula, charge and spin), eV: 0.702

[2]
DFT (ωB97M-V with the def2-TZVPD basis set) results for C28H25BClIrN4O10 as an isolated structure in a non-equilibrium geometry.

Geometry as ORCA input:
```
! wB97M-V def2-TZVPD RIJCOSX def2/J DEFGRID3
* xyz 1 2
Ir 2.5621 -1.3235 -0.2965
Cl 5.0177 1.8875 3.7072
O 2.6666 0.9051 -6.4960
O -1.9899 -0.1660 0.4652
O 3.3414 2.3864 -4.9781
O -0.4377 1.0910 -0.6475
O 3.1578 0.7580 -0.7309
O 4.8457 -4.5365 1.1152
O 3.5680 2.2856 -2.3211
O -1.7986 -2.7922 -0.1992
O 4.1869 -2.5550 0.3120
O -0.0121 -1.2866 -0.3795
N 2.5265 -1.1174 -2.5059
N 1.7273 -3.3237 0.1473
N 2.3655 -1.0976 -4.6689
N 2.5734 -0.4911 1.7522
C 3.8626 0.6718 3.3689
C -1.4868 1.9117 -0.2569
C 2.9280 1.2093 -5.3589
C 2.7490 0.1698 -4.3032
C 3.2921 -0.0801 4.3875
C -3.7777 3.0597 0.8229
C 2.2067 -5.5740 0.7577
C -2.8569 3.7947 0.0670
C -5.6675 2.8860 2.4957
C -3.5595 1.6899 0.9928
C 1.9999 -1.2041 2.7285
C 4.0210 -3.7848 0.6656
C 0.8547 -5.9097 0.5921
C -5.0195 3.7338 1.3967
C -4.6819 5.1030 2.0035
C 3.2328 1.1734 -1.9397
C 2.2431 -1.8551 -3.5688
C -0.4938 -2.5536 -0.1809
C -0.0521 -4.9380 0.2459
C 2.5776 -4.2706 0.5089
C 3.4847 0.4314 2.0548
C -1.7014 3.2524 -0.4804
C 2.3370 -1.0281 4.0548
C -2.4232 1.1576 0.4355
C 2.8501 0.1362 -2.9430
C -6.0131 3.9167 0.2349
C 0.3993 -3.6076 0.0530
C 1.8728 -3.2914 -3.5603
B -0.7761 -0.1491 -0.2019
H -4.2333 1.0594 1.5520
H -4.2800 5.7931 1.2642
H 1.2533 -1.9306 2.4372
H 3.5864 0.0771 5.4155
H -5.5882 5.5503 2.4105
H -6.4705 3.4499 2.9681
H 2.3413 -3.7813 -2.7090
H -1.1061 -5.1451 0.1428
H -5.5792 4.5418 -0.5453
H 3.9085 0.9908 1.2321
H -4.9355 2.6322 3.2639
H 2.1990 -3.7757 -4.4784
H -6.9200 4.3996 0.5997
H -6.2809 2.9543 -0.2023
H 0.5384 -6.9331 0.7365
H 3.5003 2.4647 -3.9970
H -3.0481 4.8443 -0.1020
H -6.1055 1.9655 2.1092
H -2.3208 -1.9979 0.0176
H -0.9994 3.8459 -1.0486
H -3.9568 4.9912 2.8106
H 1.8617 -1.6215 4.8216
H 0.7909 -3.4108 -3.4818
H 2.1937 -1.3454 -5.6350
H 2.9481 -6.2935 1.0695
*
```

Molecular weight, u: 816.01
Kohn-Sham gap (spin up / spin down), eV: 5.914 / 6.767
Maximum force, hartree/bohr: 0.0571
HOMO (spin up / spin down), Eh: -0.3918 / -0.4229
Energy relative to the best compared isomer or geometry (same formula, charge and spin), eV: 2.524

Q: Which value of molecular weight does entry 2 give?
A: 816.01 u

Q: Look up the maximum force of the second one.
A: 0.0571 hartree/bohr

Q: Number 2 is which compound?
A: C28H25BClIrN4O10